C3H4N2O in the gas phase in a non-equilibrium geometry, computed with the ωB97M-V functional and the def2-TZVPD basis.

- SMILES string = Nc1cnoc1
- total charge = 0
- energy relative to the best compared isomer or geometry (same formula, charge and spin) (eV) = 3.6450

Each line ends with the Mulliken charge.
Positions of all 10 atoms, in Å:
1 C -0.03 -0.09 0.20  0.57
2 C -0.33 1.25 0.05  -0.32
3 C 0.66 -0.38 -0.95  -0.42
4 H 0.00 -0.80 2.19  0.26
5 H -0.37 -2.12 0.90  0.28
6 H -0.85 1.87 0.79  0.37
7 H 0.93 -1.25 -1.48  0.38
8 N -0.36 -0.89 1.19  -0.58
9 N -0.08 1.72 -1.09  -0.38
10 O 0.42 0.70 -1.80  -0.16